(1)
Density functional theory data (ωB97M-V with the def2-TZVPD basis set) for 3 unconnected molecules or ions with the total composition C5H8N4O2.

Structure (XYZ):
```
19
Properties=species:S:1:pos:R:3:forces:R:3:lowdin_charge:R:1
C 1.313 0.772 2.913 -0.1 0.0 0.7 -0.47
C -0.246 -2.100 -0.566 1.0 2.7 -0.8 -0.10
C 0.150 -1.487 -2.014 -0.5 -3.6 1.0 -0.15
C -0.588 -0.809 0.269 0.0 -3.0 0.1 -0.25
C -0.516 -0.228 -1.867 -0.9 3.7 -0.9 -0.20
N -0.567 3.525 0.865 -2.0 3.4 1.3 0.08
N 0.465 1.627 0.065 1.6 1.5 0.2 0.20
N 0.051 2.607 0.430 2.0 -2.5 -0.1 -0.27
N -0.827 0.150 -0.691 -1.3 1.7 -3.0 -0.06
O 0.391 0.180 3.251 -1.2 -0.8 0.2 0.21
O 2.253 1.378 2.668 1.3 0.9 -0.7 0.21
H -1.150 -2.631 -0.671 -0.7 -1.2 0.0 0.08
H 0.546 -2.529 -0.032 1.0 -1.6 0.2 0.07
H 1.228 -1.480 -2.227 -0.3 0.3 0.1 0.11
H -0.344 -2.121 -2.794 0.6 0.5 0.4 0.11
H -1.565 -0.971 0.688 -0.2 -0.1 1.1 0.11
H 0.156 -0.597 1.056 -0.5 0.2 -0.6 0.08
H -0.719 0.490 -2.754 0.3 -1.2 1.5 0.14
H -0.029 4.224 1.410 -0.1 -0.8 -0.6 0.08
```
Forces are in eV/Å.

For the energy above the lowest of the compared OMol25 structures with the same formula, charge and spin, the calculation gives 100.99 kcal/mol. The calculation puts the calculated total energy at -15366.83970 eV. The net charge is 0. For the HOMO-LUMO gap, the calculation gives 9.58 eV. The value obtained for the HOMO energy is -0.332 Ha.


(2)
Density functional theory data (ωB97M-V with the def2-TZVPD basis set) for a molecular structure, C3H5N3O.

Structure (XYZ):
```
12
Properties=species:S:1:pos:R:3:forces:R:3:lowdin_charge:R:1
N 1.582 -0.145 -0.733 0.1 -0.2 -0.1 0.05
C 0.300 -0.459 -0.209 -0.3 0.0 0.1 -0.29
C -0.481 -1.643 -0.327 -0.2 -0.1 0.1 -0.24
O -1.596 -1.718 0.221 0.3 0.1 -0.1 -0.03
N -1.592 0.321 1.136 0.3 -0.1 -0.2 0.30
C -0.448 0.402 0.568 -0.3 -0.1 0.1 -0.44
N -0.408 1.701 1.127 0.2 0.2 0.1 0.14
H 2.303 -0.772 -0.393 -0.1 0.1 0.0 0.07
H 1.602 -0.161 -1.746 0.0 0.0 0.1 0.07
H -0.091 -2.498 -0.910 0.0 0.1 0.1 0.12
H -0.631 2.496 0.547 0.0 -0.1 0.1 0.12
H 0.136 1.862 1.964 -0.1 -0.1 -0.2 0.12
```
Forces are in eV/Å.

For the energy above the lowest of the compared OMol25 structures with the same formula, charge and spin, the calculation gives 108.29 kcal/mol. The calculation puts the calculated total energy at -9705.88787 eV. The net charge is 0. For the HOMO-LUMO gap, the calculation gives 8.53 eV. The value obtained for the HOMO energy is -0.305 Ha.


- Look up the net charge of the second one.
  0